{
  "formula": "C3H6NO5S2",
  "method": "ωB97M-V/def2-TZVPD",
  "symbols": ["C", "C", "C", "N", "O", "O", "O", "O", "O", "S", "S", "H", "H", "H", "H", "H", "H"],
  "coordinates": [[-1.744, -1.259, -0.568], [-0.891, -0.374, -0.017], [0.276, 0.019, -0.771], [2.770, 1.047, -0.536], [4.943, 0.358, 0.757], [3.407, -1.253, -0.564], [1.351, -2.268, -0.182], [2.014, -0.641, 1.501], [2.698, 1.782, 0.650], [4.222, 0.157, -0.572], [1.819, -0.945, 0.110], [-2.685, -1.584, -0.103], [-1.544, -1.537, -1.638], [-0.886, 0.127, 1.019], [0.582, 1.061, -0.516], [0.139, -0.213, -1.885], [2.599, 1.196, 1.477]],
  "lumo_energy_ev": [3.53, 3.53],
  "homo_energy_ha": [-0.1518, -0.1518],
  "relative_energy_kcal_mol": 139.9,
  "homo_lumo_gap_ev": [7.66, 7.66],
  "fmax_ha_per_bohr": 0.05859,
  "total_charge": -1
}

=====

{
  "formula": "C17H48BN12O28S2",
  "method": "ωB97M-V/def2-TZVPD",
  "symbols": ["C", "C", "C", "C", "C", "S", "O", "O", "N", "S", "O", "O", "B", "O", "O", "C", "H", "H", "H", "H", "H", "H", "H", "H", "H", "H", "H", "H", "H", "H", "H", "C", "N", "O", "O", "H", "H", "H", "C", "N", "O", "O", "H", "H", "H", "C", "N", "O", "O", "H", "H", "H", "C", "N", "O", "O", "H", "H", "H", "C", "N", "O", "O", "H", "H", "H", "C", "N", "O", "O", "H", "H", "H", "C", "N", "O", "O", "H", "H", "H", "C", "N", "O", "O", "H", "H", "H", "C", "N", "O", "O", "H", "H", "H", "C", "N", "O", "O", "H", "H", "H", "C", "N", "O", "O", "H", "H", "H"],
  "coordinates": [[-2.002, 2.996, 1.306], [-0.393, 3.080, 1.750], [0.394, 1.768, 1.087], [1.285, 1.053, 2.305], [2.729, 0.467, 1.783], [4.174, 1.411, 2.602], [5.449, 0.488, 2.479], [3.834, 1.429, 4.126], [4.428, 2.988, 1.898], [4.264, 4.276, 3.064], [5.220, 4.127, 4.310], [2.746, 4.287, 3.489], [4.686, 6.003, 2.351], [4.742, 6.316, 0.909], [5.011, 7.052, 3.376], [3.865, 7.274, 4.275], [-2.469, 1.974, 1.683], [-2.119, 2.987, 0.127], [-2.546, 3.945, 1.777], [-0.357, 3.064, 2.925], [0.055, 4.111, 1.350], [-0.369, 1.008, 0.607], [1.084, 2.186, 0.238], [1.490, 1.911, 3.086], [0.654, 0.230, 2.893], [2.876, -0.668, 2.119], [2.810, 0.460, 0.603], [4.841, 7.332, 0.881], [3.596, 6.366, 4.962], [4.187, 8.157, 5.012], [2.969, 7.694, 3.649], [-0.357, -2.024, -1.503], [-0.128, -1.028, -0.422], [1.032, -0.633, -0.251], [-1.119, -0.670, 0.226], [0.597, -2.246, -1.986], [-0.773, -2.921, -1.041], [-1.057, -1.582, -2.215], [-1.825, 2.222, 6.092], [-2.625, 2.162, 4.839], [-2.619, 1.094, 4.215], [-3.236, 3.188, 4.518], [-1.344, 1.254, 6.251], [-1.078, 3.008, 5.969], [-2.511, 2.450, 6.910], [2.014, -0.522, 6.253], [0.940, 0.014, 7.133], [-0.228, -0.238, 6.817], [1.301, 0.672, 8.115], [1.554, -1.078, 5.432], [2.582, 0.329, 5.871], [2.640, -1.179, 6.860], [3.444, -5.371, -2.318], [2.530, -4.198, -2.373], [2.971, -3.160, -2.880], [1.396, -4.352, -1.904], [4.402, -5.094, -2.763], [3.570, -5.642, -1.268], [2.976, -6.180, -2.883], [-2.708, -2.048, 5.506], [-3.741, -2.948, 6.087], [-3.675, -3.175, 7.301], [-4.588, -3.400, 5.308], [-2.032, -1.727, 6.301], [-2.167, -2.615, 4.746], [-3.225, -1.191, 5.070], [-0.152, 8.113, 5.454], [1.000, 8.850, 4.869], [1.552, 9.695, 5.583], [1.318, 8.559, 3.710], [-0.319, 8.469, 6.473], [-1.024, 8.314, 4.828], [0.101, 7.051, 5.453], [2.770, -5.540, -7.010], [1.910, -5.705, -5.807], [2.454, -6.108, -4.772], [0.712, -5.424, -5.935], [3.794, -5.821, -6.753], [2.375, -6.194, -7.790], [2.722, -4.491, -7.308], [-0.788, -7.700, -9.837], [0.551, -7.069, -9.987], [0.592, -5.942, -10.495], [1.523, -7.722, -9.590], [-1.546, -7.017, -10.225], [-0.779, -8.631, -10.408], [-0.946, -7.888, -8.773], [-2.198, 10.158, 9.560], [-2.705, 9.464, 8.346], [-2.673, 8.227, 8.345], [-3.121, 10.179, 7.427], [-1.867, 9.409, 10.282], [-1.365, 10.793, 9.253], [-3.020, 10.750, 9.968], [-2.035, -5.453, -13.298], [-3.067, -6.353, -12.717], [-3.002, -6.580, -11.504], [-3.915, -6.805, -13.496], [-1.358, -5.132, -12.503], [-1.494, -6.020, -14.058], [-2.552, -4.596, -13.734], [-6.016, -7.760, -10.381], [-6.462, -7.258, -9.054], [-5.619, -6.684, -8.353], [-7.645, -7.453, -8.752], [-4.958, -7.520, -10.513], [-6.170, -8.841, -10.393], [-6.621, -7.264, -11.142]],
  "lumo_energy_ev": -0.10,
  "homo_energy_ha": -0.1926,
  "homo_lumo_gap_ev": 5.14,
  "fmax_ha_per_bohr": 0.13163,
  "total_charge": -1
}

=====

{
  "formula": "C4H6MgO4Pb",
  "method": "ωB97M-V/def2-TZVPD",
  "symbols": ["O", "Mg", "O", "C", "C", "O", "C", "C", "O", "Pb", "H", "H", "H", "H", "H", "H"],
  "coordinates": [[-3.225, -0.585, 2.682], [-2.914, 0.143, 0.984], [-0.817, -2.211, 0.430], [-0.951, -1.113, 1.169], [-0.109, -0.052, 0.941], [0.910, -0.235, -0.008], [0.954, 0.603, -1.171], [1.864, -0.114, -2.169], [1.499, -1.447, -2.326], [0.755, -2.242, -0.774], [-2.272, -1.278, 2.916], [0.000, 0.826, 1.583], [1.314, 1.606, -0.899], [-0.069, 0.695, -1.576], [2.908, -0.024, -1.802], [1.815, 0.449, -3.122]],
  "lumo_energy_ev": [-1.95, -1.94],
  "homo_energy_ha": [-0.2503, -0.2501],
  "relative_energy_kcal_mol": 129.3,
  "homo_lumo_gap_ev": [4.86, 4.86],
  "fmax_ha_per_bohr": 0.17252,
  "total_charge": 0
}

=====

{
  "formula": "C4H5N3",
  "method": "ωB97M-V/def2-TZVPD",
  "symbols": ["C", "C", "C", "C", "H", "H", "H", "H", "H", "N", "N", "N"],
  "coordinates": [[-0.619, 1.681, -0.192], [0.273, 1.284, 1.173], [0.057, -1.717, -0.500], [-0.166, 0.303, -0.585], [-0.410, 2.545, -0.856], [-1.778, 1.470, 0.065], [-0.357, 1.401, 2.117], [0.998, 2.057, 1.499], [0.171, -2.823, -0.730], [0.388, -0.003, 0.558], [0.662, -1.224, 0.579], [-0.463, -0.766, -1.347]],
  "lumo_energy_ev": 0.80,
  "homo_energy_ha": -0.3487,
  "relative_energy_kcal_mol": 88.1,
  "homo_lumo_gap_ev": 10.29,
  "fmax_ha_per_bohr": 0.11994,
  "total_charge": 0
}